The following is a DFT calculation (the ωB97M-V functional and the def2-TZVPD basis) of a cluster of 3 separate species, C3H12O3 in total at a distorted geometry.

The multiplicity is 1. The calculation puts the relative energy (zero: lowest compared OMol25 entry of this formula, charge and spin) at 0.304 eV. Its SMILES is CCCO.O.O. The strongest force on any atom comes out at 0.02138 Eh/bohr. The calculation puts the HOMO energy at -10.35 eV.

Atoms and positions in Å:
C  1.12489  -0.27463  1.90870
C  -0.22277  -0.72305  1.33284
C  -0.15269  -0.56492  -0.17069
O  -1.27860  -1.07862  -0.91254
H  1.32636  0.76449  1.67503
H  1.16536  -0.39595  2.99199
H  1.91651  -0.89308  1.48358
H  -1.03400  -0.10132  1.71617
H  -0.43647  -1.75776  1.60707
H  0.74756  -0.99261  -0.60187
H  -0.16601  0.51063  -0.37051
H  -0.96802  -1.91153  -1.31086
O  1.56698  0.99581  -2.45004
H  2.39144  0.99495  -1.97443
H  1.73601  1.53700  -3.22240
O  -2.84573  1.60501  -0.63394
H  -2.98153  0.71007  -0.30137
H  -1.88927  1.57551  -0.76671

***

The following is a DFT calculation (the ωB97M-V functional and the def2-TZVPD basis) of a structure of composition C6H16IO2Zn at a distorted geometry.

The multiplicity is 1. The calculation puts the relative energy (zero: lowest compared OMol25 entry of this formula, charge and spin) at 6.695 eV. As for the net charge: +1. The strongest force on any atom comes out at 0.14693 Eh/bohr. The calculation puts the HOMO energy at -13.25 eV.

Atoms and positions in Å:
Zn  3.20148  10.57262  -22.44054
I  4.42412  8.95092  -22.01407
C  5.68584  8.60977  -19.01305
C  6.50569  7.54272  -19.86423
C  5.80261  6.22458  -19.91052
O  6.73155  8.05058  -21.14157
H  4.68027  8.77594  -19.39947
H  6.31045  9.50039  -19.08197
H  5.64449  8.24045  -17.98835
H  7.48630  7.50803  -19.38957
H  5.70250  5.71596  -18.95168
H  6.32020  5.58502  -20.62548
H  4.81381  6.36914  -20.34583
H  5.90171  8.22007  -21.59350
C  4.30276  6.41458  -24.64669
C  2.92533  7.06050  -24.61640
C  1.93584  6.23805  -23.86461
O  3.14532  8.27060  -24.04792
H  4.22574  5.39448  -25.02295
H  4.75438  6.31325  -23.65984
H  4.87916  6.88458  -25.44353
H  2.51140  7.06789  -25.62472
H  2.46721  5.42982  -23.36210
H  1.19609  5.67448  -24.43317
H  1.33345  6.75069  -23.11466
H  3.65292  8.20671  -23.23561

***

The following is a DFT calculation (the ωB97M-V functional and the def2-TZVPD basis) of a cluster of 2 separate species, C14H24BCl2NO4P in total at a distorted geometry.

The multiplicity is 1. As for the net charge: +1. The strongest force on any atom comes out at 0.06702 Eh/bohr. The calculation puts the HOMO energy at -12.20 eV.

Atoms and positions in Å:
C  2.62910  -0.81285  0.81614
C  3.00542  0.72984  0.65745
O  2.90090  1.21100  -0.70492
B  1.60865  1.50100  -1.11196
O  1.31903  1.33229  -2.50110
C  0.41140  2.07095  -0.18580
C  0.45034  3.51001  0.16014
C  -0.61068  4.14739  0.97991
C  -0.51106  5.67187  1.26186
O  0.18091  6.14022  2.11325
O  -1.22420  6.57157  0.47718
C  -1.68062  3.26293  1.46596
C  -1.66456  1.85415  1.08591
N  -0.66151  1.32458  0.28638
P  -0.70400  -0.41054  -0.20348
C  -1.99716  -0.58430  -1.57102
C  -1.30639  -0.29304  -2.96838
C  -1.30492  -1.48555  1.20459
C  -2.90320  -1.49228  1.39240
H  2.12571  -1.23190  -0.08682
H  2.04546  -0.95035  1.76745
H  3.58028  -1.40763  0.94585
H  4.10137  0.78898  0.92233
H  2.47897  1.36285  1.42225
H  1.52016  2.21124  -2.89080
H  1.28112  4.14763  -0.23057
H  -1.85800  6.09019  -0.08957
H  -2.50302  3.70210  2.09008
H  -2.51312  1.23280  1.47152
H  -2.83025  0.14223  -1.36006
H  -2.40945  -1.63249  -1.63526
H  -1.16161  0.82251  -3.05530
H  -1.92456  -0.68650  -3.81290
H  -0.27580  -0.74889  -2.99936
H  -1.02968  -2.55181  0.95574
H  -0.77512  -1.25709  2.17516
H  -3.37256  -2.44111  1.01941
H  -3.39638  -0.65751  0.81738
H  -3.12639  -1.44010  2.49087
Cl  1.60294  -3.65801  1.32199
C  1.87470  -5.11860  0.33758
C  1.34080  -4.95864  -1.06768
Cl  -0.44101  -4.89549  -1.10534
H  1.41423  -5.96260  0.84983
H  2.95185  -5.28603  0.30796
H  1.64097  -5.81193  -1.67634
H  1.72094  -4.05309  -1.53989

***

The following is a DFT calculation (the ωB97M-V functional and the def2-TZVPD basis) of a cluster of 2 separate species, C3H8NO3 in total.

The multiplicity is 1. The calculation puts the relative energy (zero: lowest compared OMol25 entry of this formula, charge and spin) at 0.246 eV. As for the net charge: -1. The strongest force on any atom comes out at 0.01055 Eh/bohr. The calculation puts the HOMO energy at -4.68 eV.

Atoms and positions in Å:
N  0.11977  1.84332  1.47038
C  0.64432  2.15573  0.17304
O  -0.25312  1.97446  -0.90880
H  -0.82622  2.18863  1.55172
H  0.09789  0.83287  1.60251
H  0.94057  3.20689  0.13196
H  1.53516  1.54510  0.01962
H  -0.26665  1.00386  -1.10884
O  0.08244  -0.74054  -1.18017
C  -0.10523  -1.46097  -0.16525
O  -0.17108  -1.08106  1.02256
C  -0.26425  -2.95853  -0.43352
H  -0.69385  -3.47475  0.41913
H  -0.86686  -3.12732  -1.32547
H  0.70737  -3.39915  -0.66153

***

The following is a DFT calculation (the ωB97M-V functional and the def2-TZVPD basis) of a cluster of 2 separate species, C2H5OPS in total at a distorted geometry.

The multiplicity is 3. The calculation puts the relative energy (zero: lowest compared OMol25 entry of this formula, charge and spin) at 2.387 eV. The strongest force on any atom comes out at 0.09538 Eh/bohr. Its expectation value of S² is 2.0086. The calculation puts the HOMO energy (spin up / spin down) at -5.83 / -8.68 eV.

Atoms and positions in Å:
C  -1.61997  1.00297  -0.30804
C  -1.32464  0.83261  -1.58829
O  -1.73294  1.17607  0.82236
P  2.01375  0.11602  1.09381
S  1.77944  -0.75907  -0.71925
H  -1.96667  0.25193  -2.33062
H  0.66657  -0.15412  -1.16197
H  -0.38651  1.35359  -1.92747
H  2.23651  1.40668  0.51490
H  3.37098  -0.14514  1.41320